1.
{
  "formula": "C8H6F3NO2",
  "method": "ωB97M-V/def2-TZVPD",
  "symbols": ["O", "N", "O", "C", "C", "C", "C", "C", "C", "C", "C", "F", "F", "F", "H", "H", "H", "H", "H", "H"],
  "coordinates": [[0.58515, 2.74677, 0.08315], [0.52400, 2.00251, 0.99847], [-0.09478, 2.19420, 2.01246], [1.15306, 0.66826, 0.75414], [0.19031, -0.09357, -0.17171], [0.54358, -0.38699, -1.46279], [-0.43741, -0.70332, -2.43255], [-1.71320, -0.99234, -2.08167], [-2.01541, -0.91360, -0.70263], [-1.15940, -0.35902, 0.16674], [1.38457, -0.14273, 2.09208], [1.99450, 0.68040, 2.97395], [2.14022, -1.18503, 1.78011], [0.26465, -0.61070, 2.60607], [2.15938, 0.70676, 0.46231], [1.48725, -0.31802, -1.96655], [0.01901, -0.70486, -3.42343], [-2.47196, -1.18831, -2.75849], [-2.93589, -1.19827, -0.06133], [-1.61763, -0.20212, 1.13169]],
  "lowdin_charge": [0.1312, -0.3760, 0.1191, -0.0368, -0.1468, -0.0246, -0.0744, -0.0598, -0.0760, -0.0634, -0.5986, 0.1480, 0.1732, 0.1702, 0.1486, 0.1119, 0.1117, 0.0837, 0.1447, 0.1142],
  "smiles": "O=[N+]([O-])[C@H](c1ccccc1)C(F)(F)F",
  "orbital_gap_ev": 10.054,
  "energy_ha": -813.16368,
  "largest_force_ev_per_a": 3.8,
  "de_lowest_kj_mol": 246.50,
  "lumo_ev": 0.1
}


2.
{
  "formula": "C6H18IO6",
  "method": "ωB97M-V/def2-TZVPD",
  "symbols": ["I", "C", "C", "O", "O", "H", "H", "H", "H", "H", "H", "C", "C", "O", "O", "H", "H", "H", "H", "H", "H", "C", "C", "O", "O", "H", "H", "H", "H", "H", "H"],
  "coordinates": [[-4.85104, 3.25460, 25.20154], [-8.62995, 6.47486, 25.85321], [-7.15635, 6.70840, 26.08515], [-6.55335, 5.80416, 26.96638], [-8.93719, 5.25295, 25.20642], [-8.98763, 7.26765, 25.19198], [-9.17557, 6.49993, 26.80894], [-7.02037, 7.73116, 26.48425], [-6.64371, 6.73240, 25.10926], [-6.01373, 5.13142, 26.50787], [-8.28908, 4.57231, 25.45319], [-9.83596, 2.90053, 27.73825], [-8.59669, 2.11776, 27.38381], [-8.26587, 2.28037, 26.02646], [-10.93699, 2.51065, 26.87996], [-9.64515, 3.97713, 27.60951], [-10.05932, 2.72132, 28.79906], [-8.82477, 1.04162, 27.57344], [-7.74965, 2.29006, 28.05914], [-7.30587, 2.12773, 25.96924], [-11.73194, 2.62652, 27.40900], [-7.15861, 3.37684, 21.58041], [-8.06147, 4.55648, 21.25995], [-9.42626, 4.20289, 21.28650], [-7.53642, 2.71766, 22.75914], [-6.12838, 3.76677, 21.63389], [-7.09780, 2.65864, 20.74187], [-7.71703, 4.96834, 20.29495], [-7.80994, 5.32964, 22.00608], [-9.88913, 4.81205, 20.70505], [-6.77737, 2.82650, 23.36434]],
  "lowdin_charge": [-0.1589, -0.2687, -0.2963, -0.1317, -0.0758, 0.1096, 0.1074, 0.1111, 0.1176, -0.1114, 0.0559, -0.2351, -0.2768, -0.1050, -0.0630, 0.1065, 0.1126, 0.1164, 0.1206, -0.0309, 0.0681, -0.2933, -0.2731, -0.0492, -0.1019, 0.1100, 0.1105, 0.1112, 0.1137, 0.0745, -0.0744],
  "orbital_gap_ev": 7.900,
  "energy_ha": -988.59389,
  "largest_force_ev_per_a": 1.6,
  "de_lowest_kj_mol": 80.33,
  "charge": -1,
  "lumo_ev": 3.1
}


3.
{
  "formula": "C57H144N9O21",
  "method": "ωB97M-V/def2-TZVPD",
  "symbols": ["C", "N", "C", "C", "C", "C", "O", "H", "H", "H", "H", "H", "H", "H", "H", "H", "H", "H", "H", "H", "H", "C", "N", "C", "C", "C", "C", "O", "H", "H", "H", "H", "H", "H", "H", "H", "H", "H", "H", "H", "H", "H", "C", "N", "C", "C", "C", "C", "O", "H", "H", "H", "H", "H", "H", "H", "H", "H", "H", "H", "H", "H", "H", "C", "N", "C", "C", "C", "C", "O", "H", "H", "H", "H", "H", "H", "H", "H", "H", "H", "H", "H", "H", "H", "C", "N", "C", "C", "C", "C", "O", "H", "H", "H", "H", "H", "H", "H", "H", "H", "H", "H", "H", "H", "H", "C", "N", "C", "C", "C", "C", "O", "H", "H", "H", "H", "H", "H", "H", "H", "H", "H", "H", "H", "H", "H", "C", "N", "C", "C", "C", "C", "O", "H", "H", "H", "H", "H", "H", "H", "H", "H", "H", "H", "H", "H", "H", "C", "N", "C", "C", "C", "C", "O", "H", "H", "H", "H", "H", "H", "H", "H", "H", "H", "H", "H", "H", "H", "C", "N", "C", "C", "C", "C", "O", "H", "H", "H", "H", "H", "H", "H", "H", "H", "H", "H", "H", "H", "H", "C", "C", "O", "O", "H", "H", "H", "C", "C", "O", "O", "H", "H", "H", "C", "C", "O", "O", "H", "H", "H", "C", "C", "O", "O", "H", "H", "H", "C", "C", "O", "O", "H", "H", "H", "C", "C", "O", "O", "H", "H", "H"],
  "coordinates": [[-4.02988, -3.76133, 1.85065], [-3.06811, -4.82572, 1.43698], [-1.96469, -4.19367, 0.59985], [-2.42873, -5.44288, 2.68680], [-3.81421, -5.92899, 0.66182], [-4.34978, -5.53620, -0.73020], [-3.38352, -5.96863, -1.63364], [-3.55332, -3.31791, 2.73372], [-5.02812, -4.11265, 2.08920], [-4.12924, -3.02270, 1.08519], [-1.45162, -3.45765, 1.21638], [-2.42419, -3.64916, -0.23476], [-1.26194, -4.91525, 0.27493], [-3.33509, -5.74927, 3.22362], [-1.84184, -4.75231, 3.22770], [-1.84985, -6.29093, 2.30585], [-4.61412, -6.29430, 1.30818], [-3.19154, -6.79988, 0.43082], [-4.46799, -4.43106, -0.81274], [-5.31209, -6.02055, -0.86174], [-3.15000, -5.26511, -2.28224], [3.60833, 4.23631, 6.36104], [4.74439, 3.35072, 5.87156], [4.88533, 2.10200, 6.69051], [4.11647, 2.99373, 4.48241], [6.04441, 4.19148, 5.78500], [7.23760, 3.52559, 5.02377], [7.10055, 3.36589, 3.64260], [2.69648, 3.72434, 6.13128], [3.66153, 5.18853, 5.81731], [3.60281, 4.29408, 7.43952], [5.63907, 1.45186, 6.19746], [3.93526, 1.56623, 6.75100], [5.26551, 2.32057, 7.69717], [3.17125, 2.45235, 4.68673], [4.73050, 2.26868, 3.93535], [3.93353, 3.95109, 3.93111], [6.25264, 4.57182, 6.79075], [5.77355, 4.99529, 5.15048], [7.74810, 2.69852, 5.51669], [7.95212, 4.36871, 5.09878], [6.57974, 2.57448, 3.41035], [-0.91694, 1.65238, -6.85916], [-2.39190, 1.59843, -6.44470], [-3.05386, 2.86040, -6.89286], [-2.98019, 0.35641, -7.13779], [-2.70364, 1.46487, -4.95292], [-2.05213, 2.51724, -4.03290], [-2.88433, 2.69726, -2.90228], [-0.34560, 0.90823, -6.29720], [-0.50218, 2.58573, -6.62597], [-0.93523, 1.39255, -7.90410], [-3.48662, 3.26519, -5.98963], [-3.90608, 2.63097, -7.51844], [-2.39325, 3.55744, -7.39923], [-2.81215, 0.47930, -8.19672], [-4.08122, 0.27254, -7.05754], [-2.44039, -0.48582, -6.74766], [-2.34768, 0.47521, -4.67443], [-3.80861, 1.53339, -4.79670], [-1.86651, 3.53933, -4.44209], [-1.11553, 2.10915, -3.73254], [-2.94151, 1.83735, -2.42266], [-6.16622, 1.28427, 0.06549], [-7.03742, 0.30517, 0.79899], [-7.79358, -0.55660, -0.24422], [-6.09055, -0.53584, 1.65827], [-8.09649, 0.91591, 1.66534], [-7.71944, 1.96459, 2.69470], [-6.67624, 1.64413, 3.60187], [-5.42162, 0.78993, -0.53157], [-5.61314, 1.96660, 0.76787], [-6.80639, 1.81659, -0.60067], [-7.06596, -1.09786, -0.83964], [-8.44915, 0.12333, -0.81553], [-8.37358, -1.21786, 0.39039], [-6.60332, -1.47925, 1.83024], [-6.00826, -0.06279, 2.64222], [-5.19064, -0.62070, 1.06260], [-8.53739, 0.05806, 2.13789], [-8.88228, 1.42617, 1.09732], [-8.69589, 2.08879, 3.19130], [-7.60872, 2.93177, 2.17838], [-6.80681, 2.16038, 4.41057], [7.19194, 2.35152, -2.21478], [5.95776, 3.22361, -2.51293], [6.38732, 4.58735, -3.09378], [5.11333, 2.54014, -3.49773], [5.09723, 3.35368, -1.24070], [5.58372, 4.33830, -0.07578], [6.72848, 3.88656, 0.53010], [7.81122, 2.86277, -1.47305], [7.76264, 2.30134, -3.13770], [6.87590, 1.32774, -1.91325], [5.43547, 5.12577, -3.22886], [6.82675, 4.37067, -4.04385], [7.01484, 5.14799, -2.44478], [4.77947, 1.61090, -3.05919], [5.67185, 2.24207, -4.37445], [4.30107, 3.20552, -3.66106], [5.05593, 2.31305, -0.87216], [4.08957, 3.74723, -1.50841], [4.74231, 4.31704, 0.68149], [5.52878, 5.30393, -0.56371], [7.16282, 4.66541, 0.92484], [2.45730, -3.24276, 3.64318], [2.12117, -2.69028, 5.01321], [1.06231, -3.57148, 5.59890], [3.26009, -2.73128, 5.99143], [1.67471, -1.17303, 4.78066], [0.93779, -0.58264, 6.02192], [1.88507, -0.22301, 7.03412], [3.00768, -4.19673, 3.76386], [2.98778, -2.51189, 3.05583], [1.48298, -3.47713, 3.20898], [1.09517, -3.51627, 6.69131], [1.30849, -4.55524, 5.22663], [0.06283, -3.28753, 5.27538], [3.46371, -3.80029, 6.21970], [3.02798, -2.21448, 6.90276], [4.16793, -2.25698, 5.60716], [0.96529, -1.29442, 3.95725], [2.57097, -0.61651, 4.44490], [0.10816, -1.26829, 6.33376], [0.46300, 0.35350, 5.66920], [1.73110, -0.60586, 7.90824], [-1.14262, 5.79783, -1.00958], [-0.91641, 5.59339, 0.44727], [0.50932, 5.05060, 0.63203], [-1.11993, 6.90909, 1.25336], [-1.99169, 4.60919, 0.88657], [-2.29795, 4.58821, 2.35955], [-1.28226, 4.05170, 3.17070], [-0.28291, 6.33123, -1.38625], [-2.04237, 6.40087, -1.12816], [-1.22560, 4.83281, -1.51238], [0.83539, 4.55000, -0.27160], [0.47984, 4.27555, 1.40535], [1.18781, 5.87629, 0.76271], [-0.70477, 7.75979, 0.66694], [-0.60051, 6.89997, 2.20767], [-2.16451, 7.15109, 1.41400], [-1.59028, 3.62811, 0.68698], [-2.93398, 4.77680, 0.36814], [-3.17654, 3.89380, 2.41784], [-2.67029, 5.54730, 2.67798], [-1.26755, 4.36652, 4.05657], [-0.47584, 1.53622, 0.02070], [0.29083, 0.20310, -0.16060], [-0.40667, -0.88005, 0.67504], [0.19080, -0.14602, -1.63969], [1.80760, 0.36926, 0.20114], [2.27327, 1.84580, 0.52582], [2.01753, 2.26538, 1.89045], [-1.54411, 1.28153, -0.03419], [-0.19849, 2.21528, -0.76251], [-0.14157, 1.83308, 1.00746], [-1.38750, -1.08006, 0.25140], [-0.50069, -0.55282, 1.70022], [0.23725, -1.77869, 0.59788], [0.63973, -1.13926, -1.76001], [0.73624, 0.56444, -2.25502], [-0.86752, -0.27468, -1.89362], [2.44755, 0.03313, -0.58763], [2.04349, -0.17144, 1.09061], [1.81360, 2.53220, -0.15957], [3.35996, 1.94669, 0.48577], [2.40923, 1.60837, 2.43069], [-0.62988, -6.31626, -6.30799], [-0.75230, -6.94636, -4.96833], [-2.14675, -6.61531, -4.43143], [-0.61829, -8.44872, -4.96219], [0.41424, -6.39337, -4.10801], [0.14358, -6.23627, -2.65748], [-0.66606, -5.03859, -2.52235], [-1.34643, -6.67221, -7.05316], [0.37015, -6.46122, -6.68477], [-0.72071, -5.24306, -6.11162], [-2.78833, -6.90873, -5.26552], [-2.22279, -5.53610, -4.25010], [-2.40249, -7.15715, -3.55105], [0.35072, -8.73716, -5.41701], [-1.45568, -8.81970, -5.57126], [-0.64405, -8.75973, -3.91405], [0.66744, -5.42194, -4.54024], [1.34936, -6.97801, -4.15933], [1.06525, -6.25489, -2.12217], [-0.45681, -7.09867, -2.30949], [-0.11712, -4.38790, -1.94089], [1.34346, 4.67604, -4.31464], [1.45889, 4.24784, -2.86833], [0.57233, 3.53299, -2.36932], [2.51166, 4.59649, -2.24259], [0.44642, 5.30483, -4.48992], [1.20111, 3.77785, -4.92419], [2.23428, 5.20746, -4.69500], [-2.54736, -0.23760, 4.09608], [-2.02385, -1.65682, 4.44744], [-2.29582, -2.15523, 5.55958], [-1.31958, -2.22697, 3.57086], [-1.82796, 0.51359, 4.36785], [-3.52975, -0.11408, 4.52998], [-2.65478, -0.15136, 3.01036], [5.49736, -0.64088, 1.25994], [4.75583, -0.01334, 2.39234], [5.37331, 0.62890, 3.25575], [3.53614, -0.03614, 2.33347], [5.91470, 0.22991, 0.73227], [4.83250, -1.21285, 0.57001], [6.25537, -1.30900, 1.66271], [0.92531, -2.36191, -5.58094], [-0.51472, -1.85853, -5.77977], [-0.85402, -0.86931, -5.01197], [-1.33005, -2.33774, -6.59787], [1.65792, -1.59015, -5.92372], [1.17424, -3.26676, -6.15090], [1.12058, -2.54572, -4.54356], [-4.34625, -1.33820, -3.21014], [-4.06385, -0.80608, -1.80794], [-3.44325, 0.28306, -1.55666], [-4.56041, -1.51774, -0.87497], [-5.40221, -1.60405, -3.27730], [-3.70264, -2.27572, -3.16653], [-4.04129, -0.71417, -4.05447], [2.68333, -3.77867, 0.37149], [1.29261, -4.27993, 0.32288], [0.73241, -3.76897, -0.76106], [0.76617, -5.04107, 1.14564], [3.06846, -3.96536, -0.64181], [3.26039, -4.25555, 1.11747], [2.72237, -2.70771, 0.52579]],
  "lowdin_charge": [0.0039, -0.3054, 0.0093, 0.0481, -0.0797, -0.2272, -0.0814, 0.0995, 0.1092, 0.0625, 0.0833, 0.1029, 0.0660, 0.1129, 0.0742, 0.1138, 0.1285, 0.1387, 0.1220, 0.1223, 0.0866, -0.0082, -0.3143, 0.0187, 0.0036, -0.0547, -0.2267, -0.0528, 0.0846, 0.1145, 0.1069, 0.1161, 0.0926, 0.1145, 0.1022, 0.0452, 0.1230, 0.1456, 0.1078, 0.1277, 0.1348, 0.0653, 0.0412, -0.2963, 0.0051, 0.0250, -0.1180, -0.2415, -0.0934, 0.0925, 0.0699, 0.1053, 0.0893, 0.1018, 0.1074, 0.0986, 0.1192, 0.0550, 0.0786, 0.1459, 0.1291, 0.0878, 0.0400, 0.0155, -0.3229, 0.0513, 0.0353, -0.1282, -0.2353, -0.0597, 0.0584, 0.1293, 0.0994, 0.0927, 0.1164, 0.1002, 0.1061, 0.0890, 0.0725, 0.1320, 0.1472, 0.1372, 0.1251, 0.1113, 0.0330, -0.3375, 0.0550, -0.0095, -0.0908, -0.2411, -0.0449, 0.1008, 0.1012, 0.1181, 0.1172, 0.1000, 0.0948, 0.1096, 0.1158, 0.0869, 0.1120, 0.0895, 0.1349, 0.1138, 0.1184, 0.0076, -0.3156, 0.0036, -0.0034, -0.0373, -0.1927, -0.0910, 0.1247, 0.0799, 0.0966, 0.1139, 0.1070, 0.0787, 0.1214, 0.0765, 0.1123, 0.1073, 0.1153, 0.1247, 0.1198, 0.1012, 0.0008, -0.2905, 0.0423, 0.0264, -0.0994, -0.2485, -0.0245, 0.1111, 0.1146, 0.0945, 0.0574, 0.0858, 0.1089, 0.1196, 0.1048, 0.0985, 0.1043, 0.1492, 0.1400, 0.1078, 0.0851, 0.0034, -0.2678, 0.0308, 0.0146, -0.0364, -0.1729, -0.0865, 0.0996, 0.0596, 0.0849, 0.0983, 0.0801, 0.0927, 0.0985, 0.1020, 0.0945, 0.1198, 0.0772, 0.0794, 0.1004, 0.0145, 0.0036, -0.3296, 0.0187, 0.0180, -0.1064, -0.2108, -0.1325, 0.1197, 0.1086, 0.1014, 0.1125, 0.1056, 0.0809, 0.1198, 0.1151, 0.1077, 0.1227, 0.1450, 0.1209, 0.1263, 0.0516, -0.0191, -0.7386, -0.0729, -0.1062, 0.0821, 0.0640, 0.0770, -0.0163, -0.7736, -0.0524, -0.1135, 0.0474, 0.0615, 0.0506, 0.0033, -0.7721, -0.0571, -0.0702, 0.0741, 0.0788, 0.0845, -0.0292, -0.7050, -0.1480, -0.0626, 0.0811, 0.0577, 0.0470, 0.0104, -0.6889, -0.0954, -0.1117, 0.0731, 0.1024, 0.0491, -0.0281, -0.6842, -0.1506, -0.0124, 0.0969, 0.0579, 0.0562],
  "orbital_gap_ev": 7.444,
  "energy_ha": -4329.97731,
  "largest_force_ev_per_a": 3.7,
  "charge": 3,
  "lumo_ev": -4.8
}


4.
{
  "formula": "C2H2FP",
  "method": "ωB97M-V/def2-TZVPD",
  "symbols": ["C", "C", "F", "P", "H", "H"],
  "coordinates": [[1.71312, 0.33184, 0.50620], [0.55658, 0.04564, 0.31389], [-2.24792, 0.82513, -0.38894], [-1.66537, -0.68868, 0.03197], [2.75958, 0.42145, 0.72932], [-1.11599, -0.93538, -1.19245]],
  "lowdin_charge": [-0.0952, -0.2433, -0.4496, 0.9350, 0.0015, -0.1483],
  "orbital_gap_ev": 9.455,
  "energy_ha": -518.49580,
  "largest_force_ev_per_a": 5.0,
  "de_lowest_kj_mol": 243.33,
  "lumo_ev": -0.7
}